This record from the OMol25 dataset describes a molecular structure, C35H61B2F6I2N9OSSc. The level of theory is the ωB97M-V functional and the def2-TZVPD basis.

Positions of all 118 atoms, in Å:
I  1.9142  4.4768  0.2945
I  3.5165  6.6612  2.1849
Sc  1.1810  -0.0905  0.2811
S  -3.6629  1.4688  0.8616
F  2.6766  0.9924  -0.7434
F  0.3592  1.9513  -0.2662
F  -0.2214  3.6591  -1.5214
F  4.0670  2.5825  -1.6868
F  4.9415  0.5366  -1.0834
F  3.5377  0.7204  -2.8967
O  -2.2767  -2.4100  -0.6775
N  3.5591  -0.4130  1.5882
N  -2.7905  2.2117  -1.5169
N  3.3069  -1.9570  -0.4847
N  2.1377  -1.5688  -1.0750
N  -4.2258  0.4459  -1.5491
N  2.4475  0.2792  2.0143
N  0.9996  -1.9294  1.7726
N  2.2101  -2.5544  1.6594
N  -0.6858  -0.6740  -0.3633
C  0.8481  -4.0200  2.5509
C  -3.8878  2.9180  -3.6410
C  -1.8046  -1.1629  2.6358
C  -4.2669  4.2720  -3.0439
C  2.1303  -3.8223  2.0942
C  3.2749  -4.7792  2.0516
C  -0.9471  -2.5223  4.5109
C  0.5720  -0.1801  -3.3249
C  0.1732  -2.8015  2.3610
C  1.6982  1.1219  4.9684
C  -1.4797  -1.5497  -0.5179
C  5.5148  -2.9528  -1.0656
C  -7.4076  0.6303  -0.9638
C  -2.6733  2.2816  -2.9604
C  -5.1194  -0.5764  -1.0326
C  0.5302  2.1517  3.0242
C  0.1321  -2.6642  -3.3567
C  -1.1840  -2.5119  2.9871
C  -3.1515  5.3103  -3.1281
C  0.8907  3.1027  -0.9662
C  2.2567  -1.8359  -2.3855
C  -6.5379  -0.4620  -1.5864
C  4.1407  -2.4731  -1.3918
C  -2.1698  -3.6279  2.6244
C  1.8852  1.9936  3.7107
C  4.2565  1.2100  2.9182
C  2.8599  1.2364  2.8408
C  3.5008  -2.4339  -2.6138
C  6.0455  -0.3024  1.8268
C  1.8671  -1.6498  -4.8282
C  4.6600  0.1645  2.1122
C  -6.9563  2.0623  -1.2421
C  1.2063  -1.5719  -3.4469
C  -3.5522  1.3538  -0.8145
C  2.4411  3.3510  4.1239
B  3.9024  1.2263  -1.6632
B  3.4523  -1.8746  1.0466
H  -8.4291  0.4999  -1.3336
H  -6.8271  2.2334  -2.3146
H  5.9859  -3.3421  -1.9661
H  -0.4802  -3.4532  4.8368
H  -7.0273  -1.4275  -1.4263
H  0.1492  1.1847  2.6902
H  1.3077  0.1364  4.7017
H  2.6858  -0.9327  -4.9052
H  1.3314  0.5925  -3.4354
H  -2.5875  -0.9306  3.3606
H  -7.4487  0.4706  0.1180
H  4.1075  -4.4318  2.6642
H  0.4607  -4.9167  3.0051
H  -1.0733  -0.3583  2.6819
H  -0.2952  -1.6945  4.7975
H  5.5020  -3.7399  -0.3112
H  -2.2702  -1.1427  1.6581
H  -5.1168  -0.4810  0.0517
H  0.5820  2.8353  2.1791
H  -4.7021  -1.5562  -1.2732
H  -6.4922  -0.3229  -2.6741
H  -3.1403  -3.4173  3.0795
H  6.2159  -1.3097  2.2106
H  4.8957  1.8729  3.4759
H  6.2250  -0.3034  0.7520
H  -6.0163  2.2903  -0.7401
H  -3.4921  6.2777  -2.7589
H  3.3663  3.2395  4.6944
H  4.4414  -2.4628  1.3690
H  -1.7862  2.8707  -3.1714
H  -2.2835  5.0249  -2.5308
H  -4.5570  4.1298  -1.9999
H  3.6420  -4.9083  1.0320
H  -0.1626  -0.0558  -4.1263
H  -0.6158  -2.5191  -4.1405
H  -2.8143  5.4443  -4.1593
H  -1.8313  -4.5995  2.9903
H  2.6451  0.9863  5.4938
H  -1.8985  -2.4077  5.0351
H  -4.7519  2.2494  -3.5777
H  -5.1547  4.6429  -3.5627
H  2.2502  -2.6509  -5.0351
H  0.5821  -3.6507  -3.4898
H  1.1250  -1.4141  -5.5935
H  6.1236  -2.1317  -0.6866
H  -0.2013  2.5564  3.7267
H  6.7554  0.3755  2.2959
H  -3.6531  3.0295  -4.7048
H  1.5137  2.7107  -1.7589
H  -2.4727  1.2876  -3.3761
H  -4.0400  0.4181  -2.5379
H  3.9141  -2.7502  -3.5548
H  0.0401  -0.0500  -2.3862
H  -2.2489  2.8455  -0.9532
H  1.7204  3.8663  4.7626
H  2.6480  4.0021  3.2742
H  2.9495  -5.7487  2.4244
H  -2.3036  -3.6878  1.5435
H  0.9914  1.6046  5.6476
H  -0.3741  -2.6538  -2.3935
H  -7.7016  2.7735  -0.8810

Summary:
- maximum force (eV Å⁻¹) = 0.496
- net charge = -1
- E_HOMO (eV) = -4.56
- HOMO-LUMO gap (eV) = 6.58